DFT (ωB97M-V/def2-TZVPD) results for C15H16F3N3O4 in the gas phase in a non-equilibrium geometry.

Last column: Mulliken charge in e.
Cartesian coordinates (Å):
C -6.056 4.158 4.414  -1.0948
C -4.811 3.469 3.962  0.4619
C -3.653 3.155 3.691  -0.1153
C -2.354 2.910 3.224  -0.4214
O -2.490 2.915 1.840  -0.3236
C -1.885 2.087 0.966  0.0302
C -2.217 0.744 0.592  -0.2768
C -1.433 -0.050 -0.356  -0.5884
C -0.281 0.616 -0.984  0.0292
C 0.672 -0.054 -1.837  0.5494
O 1.028 0.420 -2.857  -0.5969
N 1.588 -0.857 -1.173  -0.1003
C 2.417 -1.851 -1.917  0.0267
C 1.703 -3.090 -2.296  0.0600
O 1.243 -3.786 -1.466  -0.5529
N 1.292 -3.289 -3.593  -0.0634
O 1.195 -2.128 -4.512  -0.4247
C 3.610 -2.163 -0.945  -0.2367
N 3.087 -2.717 0.387  -0.6500
C 4.668 -3.103 -1.645  0.8007
F 4.841 -2.899 -2.911  -0.2790
F 5.867 -2.977 -1.056  -0.2860
F 4.352 -4.406 -1.505  -0.2975
C -0.054 1.982 -0.679  -0.9569
C -0.848 2.601 0.282  -0.0869
H -6.584 3.346 4.961  0.2930
H -6.744 4.445 3.664  0.3044
H -5.868 5.008 5.094  0.2600
H -2.029 1.888 3.629  0.3323
H -1.768 3.806 3.504  0.2261
H -3.103 0.322 1.019  0.4643
H -1.601 -1.089 -0.484  0.4928
H 1.303 -1.074 -0.185  0.3891
H 2.985 -1.374 -2.820  0.3157
H 0.932 -4.221 -3.803  0.2360
H 0.626 -1.448 -4.148  0.3628
H 4.077 -1.168 -0.790  0.4527
H 2.522 -3.568 0.417  0.2163
H 3.823 -2.831 1.161  0.2667
H 0.508 2.634 -1.271  0.4406
H -0.560 3.637 0.423  0.3403

* LUMO: 0.46 eV
* HOMO-LUMO gap: 0.36019 Eh
* total charge: 0
* SMILES: CC#CCOc1ccc(C(=O)N[C@H](C(=O)NO)[C@@H](N)C(F)(F)F)cc1
* calculated total energy: -36621.7060 eV
* HOMO: -9.3 eV

DFT (ωB97M-V/def2-TZVPD) results for 2 unconnected molecules or ions with the total composition C3H9NO2 in a non-equilibrium geometry.

Last column: Mulliken charge in e.
Cartesian coordinates (Å):
C -1.018 1.171 2.491  -0.8618
C -0.826 0.160 1.409  0.6467
O 0.052 -0.676 1.418  -0.5870
O -1.600 0.349 0.322  -0.5300
H -0.817 2.162 2.062  0.2530
H -0.288 0.946 3.257  0.2847
H -2.067 1.126 2.791  0.2888
H -1.064 0.051 -0.460  0.5300
C 1.507 -0.404 -2.116  -0.7973
N 0.285 -0.903 -1.479  -0.5486
H 1.262 0.129 -3.035  0.2876
H 2.147 -1.201 -2.555  0.2887
H 2.044 0.211 -1.397  0.2814
H -0.065 -1.664 -2.069  0.2002
H 0.449 -1.456 -0.638  0.2636

* LUMO: 0.92 eV
* HOMO-LUMO gap: 0.40032 Eh
* total charge: 0
* SMILES: CC(=O)O.CN
* calculated total energy: -8842.3194 eV
* HOMO: -10.0 eV

DFT (ωB97M-V/def2-TZVPD) results for a molecular structure, C3H9NS in a non-equilibrium geometry.

Last column: Mulliken charge in e.
Cartesian coordinates (Å):
C 1.014 1.457 0.153  -0.9331
C 0.836 -0.044 -0.269  0.6551
C -0.326 -0.858 0.347  -1.1352
H -0.328 1.916 0.740  0.1735
H 1.352 2.250 -0.940  0.2347
H 1.635 1.560 1.331  0.2699
H 0.876 0.043 -1.406  0.1392
H 2.079 -2.040 0.752  0.1922
H 3.052 -0.014 -0.111  0.2704
H -0.229 -1.981 0.026  0.3541
H -0.203 -0.885 1.316  0.5104
H -1.649 0.915 0.893  0.1016
N 1.967 -0.733 -0.194  -0.6564
S -1.844 0.002 -0.165  -0.1763

* LUMO: -0.03 eV
* HOMO-LUMO gap: 0.30696 Eh
* total charge: 0
* calculated total energy: -15573.2334 eV
* HOMO: -8.4 eV

DFT (ωB97M-V/def2-TZVPD) results for a molecular structure, C45H48AsI2N2OPSTi.

Last column: Mulliken charge in e.
Cartesian coordinates (Å):
Ti -0.404 -0.676 -0.458  0.4199
I -2.851 -4.299 -6.782  0.1173
C -1.888 -3.305 -5.241  -0.7124
C -0.789 -2.502 -5.511  -0.1799
C -0.159 -1.823 -4.474  -0.2820
I 1.479 -0.643 -4.933  0.0830
C -0.615 -1.942 -3.170  -0.4547
O -0.044 -1.248 -2.158  1.6601
C -1.704 -2.768 -2.900  0.6844
C -2.172 -2.980 -1.490  -1.4871
N -2.387 -1.713 -0.747  -0.2880
C -3.419 -0.846 -1.337  -1.0467
C -2.797 0.284 -2.106  0.7714
C -3.345 0.750 -3.289  -0.8605
C -2.766 1.842 -3.911  -0.8535
C -1.677 2.454 -3.318  -1.2591
C -1.182 1.920 -2.143  -0.4013
N -1.707 0.840 -1.551  1.6773
C -2.341 -3.437 -3.937  -0.7051
H -0.420 -2.394 -6.520  0.4475
H -1.434 -3.549 -0.916  0.4322
H -3.098 -3.563 -1.500  0.5522
H -2.657 -1.975 0.198  0.0829
H -3.996 -0.416 -0.512  0.4329
H -4.112 -1.407 -1.969  0.5373
H -4.206 0.251 -3.710  0.5818
H -3.166 2.210 -4.847  0.4320
H -1.198 3.316 -3.758  0.5589
H -0.329 2.366 -1.655  0.2722
H -3.193 -4.066 -3.715  0.4843
S -0.254 -2.406 1.277  -0.4976
C -0.187 -1.665 2.898  0.9684
C 0.412 -2.385 3.933  -0.5738
C 0.388 -1.903 5.231  -0.8120
C -0.255 -0.707 5.530  -0.9665
C -0.851 0.017 4.512  -0.4169
C -0.788 -0.440 3.199  -0.8565
As -1.599 0.484 1.715  2.6424
C -3.465 0.385 2.238  0.6340
C -4.066 -0.873 2.253  -0.3738
C -5.374 -1.021 2.688  -0.8588
C -6.089 0.090 3.115  -0.6136
C -5.488 1.339 3.119  -0.7827
C -4.175 1.492 2.685  -0.5088
C -1.211 2.365 1.958  0.0808
C -0.292 2.845 2.881  -1.0673
C -0.016 4.207 2.946  -0.7195
C -0.651 5.092 2.088  -0.7489
C -1.569 4.615 1.159  -1.0232
C -1.845 3.258 1.092  -0.3469
H 0.884 -3.334 3.712  0.5206
H 0.859 -2.475 6.020  0.4193
H -0.296 -0.348 6.550  0.4476
H -1.373 0.939 4.744  0.5545
H -3.505 -1.762 1.986  0.2356
H -5.827 -2.004 2.707  0.4501
H -7.108 -0.022 3.459  0.3998
H -6.039 2.203 3.464  0.4313
H -3.724 2.475 2.697  0.3944
H 0.228 2.170 3.547  0.2161
H 0.699 4.574 3.670  0.4567
H -0.436 6.150 2.144  0.4152
H -2.072 5.303 0.492  0.4663
H -2.569 2.902 0.366  0.6316
C 2.269 1.740 -2.211  -1.5978
C 2.651 1.710 -0.721  2.4470
C 1.666 2.588 0.065  -1.9478
C 4.029 2.365 -0.553  -2.0996
P 2.362 -0.059 -0.151  0.5683
C 3.157 -1.180 -1.364  0.8294
C 4.265 -0.848 -2.143  -0.3102
C 4.816 -1.759 -3.034  -0.8773
C 4.268 -3.028 -3.159  -0.8303
C 3.175 -3.380 -2.380  -0.6088
C 2.627 -2.463 -1.497  -0.5914
C 3.346 -0.410 1.416  2.3583
C 3.247 -1.915 1.704  -1.4886
C 4.841 -0.087 1.293  -1.5855
C 2.753 0.395 2.577  -2.2475
H 2.044 2.772 -2.495  0.5674
H 1.405 1.118 -2.457  -0.1578
H 3.080 1.388 -2.847  0.5222
H 1.602 3.572 -0.408  0.8301
H 1.989 2.743 1.093  0.2892
H 0.658 2.172 0.117  -0.3495
H 4.015 3.302 -1.118  0.5549
H 4.866 1.778 -0.917  0.2483
H 4.229 2.628 0.484  0.3804
H 4.717 0.128 -2.073  0.1537
H 5.674 -1.475 -3.628  0.4781
H 4.691 -3.738 -3.857  0.4114
H 2.744 -4.368 -2.462  0.4846
H 1.771 -2.762 -0.895  0.2124
H 3.860 -2.484 1.004  0.3553
H 2.232 -2.304 1.665  -0.0366
H 3.644 -2.082 2.708  0.5797
H 5.283 -0.496 0.383  0.2525
H 5.348 -0.564 2.136  0.5301
H 5.061 0.976 1.348  0.3290
H 1.670 0.286 2.659  0.6070
H 2.990 1.456 2.490  0.2397
H 3.187 0.040 3.515  0.6045

* LUMO (alpha / beta): -2.60 / -2.48 eV
* HOMO-LUMO gap (alpha / beta): 0.28187 / 0.28879 Eh
* total charge: +1
* spin multiplicity: 2
* calculated total energy: -172749.9092 eV
* HOMO (alpha / beta): -10.3 / -10.3 eV

DFT (ωB97M-V/def2-TZVPD) results for 2 unconnected molecules or ions with the total composition C4H11OS in a non-equilibrium geometry.

Last column: Mulliken charge in e.
Cartesian coordinates (Å):
C -0.605 -0.294 1.996  -0.7341
C -1.843 -0.994 1.425  -0.5110
S -2.074 -0.685 -0.362  -0.6762
H 0.244 -0.387 1.313  -0.0652
H -0.391 -0.671 3.000  0.4093
H -0.834 0.780 2.002  0.2392
H -1.857 -2.059 1.596  0.2383
H -2.724 -0.581 1.937  0.1953
H 2.049 0.763 0.196  0.2961
C 0.870 1.165 -1.325  -0.2236
O 1.988 1.470 -0.463  -0.5582
C 1.040 -0.217 -2.011  -0.9053
H 0.908 1.928 -2.092  0.3185
H -0.037 1.184 -0.720  0.1358
H 1.491 -0.930 -1.331  0.2865
H 1.733 0.012 -2.815  0.3524
H 0.042 -0.484 -2.344  0.2023

* LUMO: 3.89 eV
* HOMO-LUMO gap: 0.23064 Eh
* total charge: -1
* calculated total energy: -17209.4567 eV
* HOMO: -2.4 eV